Entry 1:
Computed, not measured: a cluster of 2 separate species, C7H21N2O3Si in total, with ωB97M-V with the def2-TZVPD basis set.

Structure (XYZ):
```
34
Properties=species:S:1:pos:R:3:nbo_charge:R:1
C -1.02673 0.50019 -3.21705 -0.639
C 2.80662 -2.21430 1.53562 -0.638
C 0.16481 3.11539 0.53481 -0.631
C -1.08121 -0.94592 -2.85621 -0.053
C 2.17144 -1.57428 0.35122 -0.082
C 1.15184 2.35215 -0.37063 -0.054
C -1.74660 0.08222 1.32142 -0.184
N -3.01178 -0.45462 1.00590 -0.864
N -1.02759 -0.72513 2.46933 -0.776
O -0.14215 -1.10589 -1.80915 -0.931
O 0.96173 -0.83006 0.68603 -0.982
O 0.47710 1.32658 -1.05695 -0.933
Si 0.07673 -0.15326 -0.54155 2.307
H -1.35258 1.07709 -2.40141 0.213
H -0.09019 0.77317 -3.62000 0.230
H -1.71385 0.78286 -3.98691 0.232
H 2.17542 -2.95653 2.04355 0.211
H 3.66761 -2.77610 0.94665 0.243
H 3.14578 -1.58852 2.41086 0.227
H -0.30254 3.86282 -0.07086 0.231
H -0.57515 2.45392 0.82684 0.192
H 0.80637 3.44266 1.39823 0.227
H -0.83800 -1.67488 -3.67453 0.199
H -1.97341 -1.40167 -2.53454 0.183
H 1.81501 -2.35781 -0.27712 0.193
H 2.93648 -0.94925 -0.19897 0.192
H 2.05982 1.91079 0.11047 0.169
H 1.64208 3.02280 -1.09313 0.200
H -1.74928 1.16392 1.66734 0.204
H -3.04991 -1.39235 0.71050 0.387
H -3.74225 -0.07361 1.67000 0.381
H -0.04747 -0.30403 2.50381 0.471
H -0.89822 -1.74430 2.19069 0.441
H -1.68992 -0.64405 3.32574 0.432
```

Summary:
Charge   +1
Orbital gap   9.30 eV
DFT total energy   -903.81082 Eh


Entry 2:
Computed, not measured: a structure of composition C7H21N3O2, with ωB97M-V with the def2-TZVPD basis set.

Structure (XYZ):
```
33
Properties=species:S:1:pos:R:3:nbo_charge:R:1
C 0.01707 -1.04543 -2.69510 -0.671
C 1.04671 0.63156 2.83005 -0.407
C -0.62028 -0.81877 0.87721 -0.462
C 0.24156 -2.03014 0.79349 -0.231
C -1.04077 1.45860 0.44893 -0.103
C 0.08963 0.41723 0.42402 -0.091
C -0.43063 0.32724 -2.43001 0.715
N -1.62347 0.66130 -2.77685 -0.657
N 1.60018 -1.81001 1.28891 -0.828
N 1.34537 0.62902 1.36255 -0.586
O -0.95184 2.50052 -0.49002 -0.781
O 0.48187 1.21779 -2.23093 -0.604
H -0.97397 -1.57491 -2.79666 0.239
H 0.48515 -0.92271 -3.68003 0.308
H 0.61598 -1.41604 -1.91970 0.247
H 1.03181 -0.31792 3.15274 0.201
H 1.62332 1.28535 3.48743 0.272
H -0.03917 1.04261 2.79864 0.199
H -0.96565 -0.47383 1.80947 0.231
H -1.59368 -1.02771 0.34533 0.250
H 0.38710 -2.26326 -0.26950 0.191
H -0.24143 -2.97457 1.21242 0.246
H -0.99525 1.90182 1.46911 0.199
H -2.05903 0.96145 0.47827 0.201
H -1.85658 1.58911 -2.76195 0.436
H 1.71049 1.44479 0.91793 0.431
H 1.72234 -2.20572 2.29726 0.421
H 0.30175 0.31879 -0.72096 0.231
H 2.26542 -2.44268 0.76157 0.428
H -2.24338 -0.11605 -2.89505 0.442
H 1.78874 -0.46085 1.24656 0.455
H -1.37268 3.36331 -0.11658 0.529
H 0.25331 2.15011 -2.21853 0.549
```

Summary:
Charge   +2
Orbital gap   10.40 eV
ΔE to the lowest compared entry with this formula, charge and spin   8.47 kcal/mol
DFT total energy   -593.37424 Eh